No. 1
{"formula": "C2H6N2O2S", "method": "wB97M-V/def2-TZVPD", "mol_weight_da": 122.1, "charge": 0, "e_lumo_ev": [-0.30, -0.42], "species": ["C", "C", "N", "N", "O", "O", "S", "H", "H", "H", "H", "H", "H"], "positions_angstrom": [[0.4635, 0.9580, -0.2600], [-0.9422, 0.7031, -0.3358], [1.2954, -1.7940, 0.5845], [-1.6065, 0.5188, 0.7885], [1.0877, 1.4301, -1.3941], [1.0992, 0.8123, 0.8046], [0.5229, -1.8124, -0.8272], [-1.3045, 0.5655, -1.3867], [0.7780, -2.4083, 1.3217], [1.6365, -0.9113, 0.7526], [-2.6387, 0.2245, 0.5721], [0.6069, 1.6329, -2.1623], [-0.9983, 0.0809, 1.5422]], "mulliken_charge": [0.683, -0.378, -0.377, -0.369, -0.467, -0.734, -0.120, 0.306, 0.275, 0.329, 0.284, 0.287, 0.281]}

=====

No. 2
{"formula": "C2H6N2O2S", "method": "wB97M-V/def2-TZVPD", "smiles": "CS/C(=N/O)NO", "mol_weight_da": 122.1, "charge": 0, "e_lumo_ev": 0.83, "species": ["C", "S", "C", "N", "O", "N", "O", "H", "H", "H", "H", "H", "H"], "positions_angstrom": [[-1.5283, 1.7679, -1.2473], [-0.8896, 1.3476, 0.4167], [0.0182, -0.1270, 0.1183], [0.4099, -0.3939, -1.0691], [1.0469, -1.6103, -1.0867], [0.2278, -0.9384, 1.2193], [1.5468, -1.3342, 1.4452], [-2.1563, 0.9837, -1.7021], [-2.0701, 2.7073, -1.0836], [-0.7059, 2.0219, -1.9131], [1.3572, -1.7068, -1.9841], [-0.0218, -0.4782, 2.0662], [1.6765, -2.0533, 0.8052]], "mulliken_charge": [-0.794, -0.112, 0.594, -0.370, -0.461, -0.264, -0.416, 0.270, 0.319, 0.272, 0.358, 0.254, 0.351]}

=====

No. 3
{"formula": "C2H6N2O3", "method": "wB97M-V/def2-TZVPD", "smiles": "NC(N)(O)C(=O)O", "mol_weight_da": 106.1, "charge": 0, "e_lumo_ev": 0.62, "species": ["N", "C", "N", "O", "C", "O", "O", "H", "H", "H", "H", "H", "H"], "positions_angstrom": [[-0.2789, 0.7788, 0.9487], [0.2698, -0.2336, 0.0936], [-0.2132, -0.0845, -1.2489], [0.0889, -1.5997, 0.5565], [1.7621, 0.0424, 0.0619], [2.5896, -0.7735, 0.4013], [2.0032, 1.2763, -0.3340], [-0.3262, 0.6435, 2.0109], [-1.2113, 0.8426, 0.6479], [0.3902, -0.6482, -1.8116], [-1.1016, -0.5173, -1.3574], [0.9901, -2.0665, 0.3056], [1.1807, 1.7565, -0.6494]], "mulliken_charge": [-0.493, 0.410, -0.660, -0.623, 0.635, -0.597, -0.457, 0.279, 0.238, 0.230, 0.279, 0.378, 0.382]}

=====

No. 4
{"formula": "C2H6N2O3", "method": "wB97M-V/def2-TZVPD", "mol_weight_da": 106.1, "charge": 0, "e_lumo_ev": [-0.38, -0.27], "species": ["C", "C", "N", "N", "O", "O", "O", "H", "H", "H", "H", "H", "H"], "positions_angstrom": [[1.5145, -0.1822, -1.6833], [-0.6950, -0.0272, 0.6791], [1.2428, -1.1793, -1.0176], [-0.6763, -1.0887, -0.2273], [-0.1867, 1.1885, -0.0685], [-1.9335, 0.2726, 1.1402], [0.1489, -0.2175, 1.6835], [2.5892, -0.0369, -1.9545], [0.9755, 0.7135, -1.5800], [-1.1928, -0.7461, -0.9950], [-0.3069, 2.0484, 0.4250], [-2.0159, 0.3787, 2.0800], [0.5359, -1.1239, 1.5184]], "mulliken_charge": [-0.178, 0.994, -0.244, -0.743, -0.549, -0.513, -0.577, 0.272, 0.270, 0.272, 0.266, 0.342, 0.388]}

=====

No. 5
{"formula": "C2H6N2O3", "method": "wB97M-V/def2-TZVPD", "smiles": "NC(O)(O)NC=O", "mol_weight_da": 106.1, "charge": 0, "e_lumo_ev": 0.72, "species": ["N", "C", "O", "O", "N", "C", "O", "H", "H", "H", "H", "H", "H"], "positions_angstrom": [[1.6390, 0.5118, 0.8162], [0.3225, 0.2886, 0.4501], [-0.5558, 0.6330, 1.4099], [-0.1128, 1.1112, -0.9600], [0.1069, -1.0011, -0.1185], [-1.0776, -1.0133, -0.8779], [-2.1301, -0.5662, -0.4570], [2.2711, 0.4867, 0.0275], [1.7445, 1.3753, 1.3331], [-1.1010, -0.1659, 1.6095], [-1.0292, 1.4313, -0.9627], [0.9254, -1.4579, -0.4906], [-1.0028, -1.6334, -1.7797]], "mulliken_charge": [-0.575, 0.697, -0.524, -0.647, -0.381, 0.133, -0.538, 0.268, 0.267, 0.373, 0.299, 0.278, 0.348]}

=====

No. 6
{"formula": "C2H6N2O3", "method": "wB97M-V/def2-TZVPD", "smiles": "OC1(O)NNCO1", "mol_weight_da": 106.1, "charge": 0, "e_lumo_ev": 0.61, "species": ["O", "C", "O", "N", "N", "C", "O", "H", "H", "H", "H", "H", "H"], "positions_angstrom": [[-1.6545, -0.3405, 1.1052], [-0.9638, -0.0487, 0.0228], [-1.9297, -0.0409, -1.0316], [-0.2037, 1.1297, -0.0433], [1.2452, 0.8916, 0.1157], [1.4062, -0.4692, -0.1940], [0.2482, -1.1711, -0.1785], [-1.2598, -0.1874, 1.9698], [-1.8412, -0.9638, -1.3253], [-0.3782, 1.5399, -0.8643], [1.4431, 1.0314, 1.0624], [1.7927, -0.5185, -1.2446], [2.0953, -0.8526, 0.6056]], "mulliken_charge": [-0.426, 0.602, -0.535, -0.312, -0.362, -0.273, -0.442, 0.320, 0.340, 0.268, 0.285, 0.256, 0.279]}

=====

No. 7
{"formula": "C2H6N2O3", "method": "wB97M-V/def2-TZVPD", "mol_weight_da": 106.1, "charge": 0, "e_lumo_ev": 0.45, "species": ["C", "C", "N", "N", "O", "O", "O", "H", "H", "H", "H", "H", "H"], "positions_angstrom": [[0.9784, -0.1085, 0.9879], [-0.4993, 0.8847, -0.6117], [0.5671, -1.3119, 0.2747], [-0.6694, -1.1226, -0.3170], [0.6465, 0.9906, 0.0847], [-0.5211, 1.2351, -1.9431], [-1.6155, 1.3072, -0.0110], [0.6403, 0.0386, 2.0955], [2.0442, -0.0516, 1.0165], [1.2138, -1.4385, -0.4726], [-1.2386, -0.9533, 0.4385], [0.2721, 1.9029, -2.0998], [-2.1622, 1.5947, -0.7767]], "mulliken_charge": [-0.235, 0.684, -0.190, -0.615, -0.380, -0.540, -0.467, 0.192, 0.267, 0.298, 0.285, 0.344, 0.355]}

=====

No. 8
{"formula": "C2H6N2O3", "method": "wB97M-V/def2-TZVPD", "mol_weight_da": 106.1, "charge": 0, "e_lumo_ev": -0.64, "species": ["C", "C", "N", "N", "O", "O", "O", "H", "H", "H", "H", "H", "H"], "positions_angstrom": [[1.6086, 0.8609, -0.1218], [0.9989, -0.5360, -0.1054], [-0.0720, -0.6231, 0.8180], [-2.4627, 0.0235, -0.0184], [-2.5779, -1.1555, 0.1415], [-3.2891, 0.8075, -0.3510], [-1.2586, 0.5762, 0.1610], [1.9599, 1.1322, 0.8682], [2.4327, 0.9046, -0.8262], [0.8521, 1.5784, -0.4190], [0.7317, -0.8501, -1.1254], [1.7272, -1.2597, 0.2854], [-0.6509, -1.4590, 0.6932]], "mulliken_charge": [-1.129, -0.105, -0.309, 1.203, -0.644, -0.585, -0.383, 0.294, 0.355, 0.316, 0.287, 0.343, 0.357]}

=====

No. 9
{"formula": "C2H6N2O3", "method": "wB97M-V/def2-TZVPD", "smiles": "CN(O)C(=O)ON", "mol_weight_da": 106.1, "charge": 0, "e_lumo_ev": 0.52, "species": ["C", "N", "O", "C", "O", "O", "N", "H", "H", "H", "H", "H", "H"], "positions_angstrom": [[0.3297, 1.5972, -0.8978], [0.0993, 0.8346, 0.3105], [-0.5715, 1.7843, 1.4077], [-0.3788, -0.3803, 0.4869], [-0.8016, -0.9799, 1.4447], [0.1587, -1.2163, -0.7759], [0.0648, -2.6008, -0.5575], [0.7712, 0.9555, -1.6628], [1.0035, 2.4218, -0.6601], [-0.6205, 1.9995, -1.2535], [-0.4891, 1.2439, 2.2171], [1.0005, -2.9136, -0.2983], [-0.5661, -2.7458, 0.2389]], "mulliken_charge": [-0.739, 0.079, -0.446, 0.697, -0.576, -0.293, -0.446, 0.353, 0.253, 0.289, 0.322, 0.241, 0.266]}

=====

No. 10
{"formula": "C2H6N2OS", "method": "wB97M-V/def2-TZVPD", "smiles": "NCC(=O)NS", "mol_weight_da": 106.2, "charge": 0, "e_lumo_ev": 0.77, "species": ["N", "C", "C", "O", "N", "S", "H", "H", "H", "H", "H", "H"], "positions_angstrom": [[-0.9665, 1.6644, -0.4671], [-1.1315, 0.6961, 0.6109], [-0.7627, -0.6898, 0.1119], [-1.5908, -1.5400, -0.1403], [0.5670, -0.9100, -0.1815], [1.8701, 0.1242, 0.1063], [-1.6882, 1.5272, -1.1672], [-1.0886, 2.6165, -0.0889], [-0.4647, 0.9780, 1.4764], [-2.1809, 0.6315, 0.9759], [0.7373, -1.7556, -0.6529], [1.6520, 1.0171, -0.9181]], "mulliken_charge": [-0.531, -0.622, 0.666, -0.591, -0.270, -0.182, 0.217, 0.220, 0.385, 0.291, 0.258, 0.158]}

=====

E_tot across the listed records, respectively: -737.89533; -737.86508; -415.04594; -414.89311; -415.01642; -414.96348; -414.92995; -414.81467; -414.90019; -662.73799 hartree.
Maximum force across the listed records, respectively: 0.106; 0.027; 0.057; 0.069; 0.060; 0.089; 0.086; 0.067; 0.099; 0.025 hartree/bohr.
Relative energy (zero: lowest compared OMol25 entry of this formula, charge and spin) across the listed records, respectively: 67.61; 86.59; 31.17; 127.08; 49.69; 82.92; 103.96; 176.30; 122.63; 18.13 kcal/mol.